This record from the OMol25 dataset describes a molecular structure, C54H51KN8O3S5Te. The level of theory is the ωB97M-V functional and the def2-TZVPD basis.

Output
Gap between HOMO and LUMO, eV: 3.64
Net charge: -2
HOMO level, eV: -0.44
ΔE to the lowest compared entry with this formula, charge and spin, kcal per mole: 12.8

Last column: Löwdin charge in e.
Element x y z (Å)
1 K -0.01 -0.33 -0.11  0.534
2 N 0.17 1.23 4.36  0.137
3 C -0.04 0.85 3.07  -0.148
4 N -0.04 1.64 2.06  0.137
5 C 0.15 3.00 2.26  -0.317
6 N 0.11 3.85 1.29  0.079
7 N -0.34 3.29 0.11  0.039
8 C 0.34 3.55 -0.93  -0.094
9 C -0.08 3.00 -2.24  -0.312
10 C 0.48 3.52 -3.40  -0.067
11 C 0.09 2.99 -4.62  -0.093
12 C -0.84 1.97 -4.63  -0.060
13 C -1.34 1.52 -3.41  -0.166
14 N -0.98 2.02 -2.24  0.126
15 C 0.40 3.48 3.63  -0.084
16 C 0.62 4.83 3.92  -0.022
17 C 0.82 5.24 5.23  -0.098
18 C 0.81 4.31 6.26  -0.102
19 C 0.60 2.97 5.99  -0.030
20 C 0.40 2.56 4.67  -0.186
21 H 0.14 0.53 5.08  0.149
22 H -0.20 -0.22 2.90  0.105
23 H 1.25 4.16 -0.89  0.119
24 H 1.24 4.29 -3.33  0.102
25 H 0.53 3.35 -5.54  0.100
26 H -1.15 1.49 -5.54  0.104
27 H -2.03 0.69 -3.39  0.050
28 H 0.61 5.53 3.10  0.108
29 H 0.99 6.29 5.45  0.093
30 H 0.97 4.63 7.28  0.095
31 H 0.58 2.24 6.79  0.107
32 C -6.06 -3.49 3.68  -0.076
33 C -4.72 -3.05 3.15  -0.285
34 C -3.59 -3.82 3.29  -0.022
35 C -2.34 -3.44 2.77  -0.078
36 C -1.21 -4.38 2.89  -0.305
37 O -0.35 -4.53 2.04  0.079
38 C -1.07 -5.19 4.16  -0.145
39 C -0.50 -6.45 4.09  -0.021
40 C -0.30 -7.20 5.24  -0.090
41 C -0.64 -6.68 6.48  -0.109
42 C -1.20 -5.41 6.56  -0.092
43 C -1.42 -4.67 5.40  -0.037
44 C -2.17 -2.19 2.09  -0.335
45 O -1.07 -1.75 1.65  -0.163
46 C -3.38 -1.41 1.95  -0.112
47 C -4.58 -1.83 2.46  -0.001
48 C -3.28 -0.11 1.21  -0.213
49 N -3.17 -0.02 -0.05  0.100
50 C -3.17 -1.19 -0.89  -0.329
51 C -4.53 -1.33 -1.57  -0.478
52 Te -5.33 0.44 -2.46  1.245
53 C -5.96 1.37 -0.67  -0.572
54 C -5.70 2.72 -0.46  -0.163
55 C -6.09 3.35 0.71  -0.107
56 C -6.73 2.62 1.71  -0.102
57 C -6.99 1.27 1.52  -0.103
58 C -6.62 0.65 0.33  -0.158
59 C -3.29 1.15 2.00  -0.140
60 C -3.02 2.36 1.36  -0.047
61 C -2.94 3.54 2.09  -0.100
62 C -3.13 3.53 3.46  -0.101
63 C -3.40 2.34 4.11  -0.098
64 C -3.48 1.15 3.39  -0.035
65 H -5.98 -4.45 4.19  0.065
66 H -6.80 -3.61 2.88  0.070
67 H -6.47 -2.77 4.39  0.068
68 H -3.67 -4.78 3.80  0.115
69 H -0.21 -6.83 3.12  0.115
70 H 0.13 -8.19 5.17  0.095
71 H -0.48 -7.25 7.38  0.092
72 H -1.46 -4.99 7.53  0.095
73 H -1.86 -3.68 5.46  0.116
74 H -5.45 -1.20 2.33  0.112
75 H -3.00 -2.12 -0.33  0.120
76 H -2.38 -1.10 -1.64  -0.025
77 H -5.29 -1.70 -0.87  0.032
78 H -4.46 -2.05 -2.39  0.044
79 H -5.15 3.28 -1.21  0.094
80 H -5.86 4.39 0.87  0.100
81 H -7.00 3.10 2.64  0.096
82 H -7.47 0.69 2.29  0.097
83 H -6.83 -0.40 0.18  0.087
84 H -2.81 2.34 0.30  0.103
85 H -2.68 4.46 1.58  0.103
86 H -3.05 4.45 4.03  0.095
87 H -3.54 2.32 5.19  0.092
88 H -3.66 0.22 3.90  0.106
89 S 3.51 -4.03 -6.53  0.305
90 C 2.66 -3.02 -5.48  -1.571
91 S 1.09 -3.34 -4.90  0.818
92 C 0.86 -1.94 -3.86  -1.190
93 C 1.91 -1.07 -3.84  -1.205
94 S 2.16 0.41 -2.98  0.415
95 S 3.26 -1.55 -4.85  0.818
96 S -0.66 -1.92 -3.01  0.412
97 C 1.91 -5.53 -0.31  -0.020
98 N 2.33 -4.14 -0.36  -0.119
99 C 3.60 -3.66 -0.56  -0.076
100 C 3.46 -2.30 -0.63  -0.148
101 N 2.15 -1.95 -0.49  0.015
102 C 1.50 -3.07 -0.33  -0.209
103 H 2.74 -6.14 0.02  0.081
104 H 1.58 -5.87 -1.29  0.092
105 H 1.09 -5.62 0.40  0.066
106 H 4.45 -4.31 -0.67  0.101
107 H 4.22 -1.56 -0.84  0.098
108 H 0.44 -3.18 -0.16  0.108
109 C 3.03 1.36 0.54  -0.074
110 C 3.42 0.69 1.84  -0.272
111 O 2.47 -0.30 2.18  -0.191
112 C 2.95 -1.20 3.15  -0.289
113 C 1.96 -2.34 3.30  -0.056
114 H 3.79 2.09 0.25  0.083
115 H 2.09 1.89 0.66  0.039
116 H 2.92 0.64 -0.27  0.010
117 H 3.50 1.42 2.66  0.115
118 H 4.41 0.22 1.73  0.112
119 H 3.10 -0.68 4.11  0.112
120 H 3.92 -1.60 2.83  0.114
121 H 0.98 -1.98 3.64  0.060
122 H 2.33 -3.07 4.03  0.078
123 H 1.79 -2.84 2.35  0.066